Below is a 20-piece molecular cluster, C62H174N10O26 overall in a non-equilibrium geometry, with properties calculated with ωB97M-V/def2-TZVPD.

Geometry as XYZ:
```
272
Properties=species:S:1:pos:R:3:forces:R:3
C -1.837866 -0.756144 1.636675 0.14 -0.42 0.74
O -2.980999 -1.013536 2.456085 -0.16 0.77 -0.16
H -1.382936 0.215752 1.827882 -0.50 0.20 0.36
H -1.091160 -1.474983 1.974008 0.37 -0.08 -0.82
H -2.086082 -0.782791 0.575643 0.20 -0.33 -0.10
H -3.175684 -1.949141 2.364780 -0.04 -0.09 0.03
C 1.762010 1.518660 1.714067 -0.25 -0.75 0.20
O 2.670046 0.442529 1.440029 -0.43 0.30 0.09
H 1.642382 2.240720 0.906345 0.13 -0.11 -0.24
H 0.819540 1.001871 1.895106 -0.19 0.36 0.05
H 2.031292 2.070624 2.614576 0.08 -0.04 0.15
H 3.543873 0.822663 1.323757 0.43 0.11 -0.19
C 5.230786 -1.446717 0.089594 -0.62 0.09 -0.83
O 5.928014 -2.662571 0.098780 0.69 0.23 1.14
H 5.271583 -0.894170 1.028284 0.22 -0.50 0.23
H 5.615627 -0.776132 -0.678734 0.08 0.15 -0.19
H 4.189820 -1.667832 -0.146220 -0.35 0.38 0.06
H 5.915802 -3.060961 -0.774571 -0.21 -0.18 -0.63
C 5.948087 -3.404337 3.472587 0.19 -0.63 0.68
O 6.707895 -3.889359 2.400470 0.09 -0.19 -0.17
H 6.434937 -2.562277 3.964531 -0.20 0.09 -0.02
H 4.923321 -3.167528 3.186441 -0.16 0.27 -0.08
H 5.876068 -4.225752 4.185462 -0.07 0.09 0.29
H 6.434775 -3.360149 1.647516 0.26 -0.02 -0.74
C 0.722449 -0.344077 -1.158829 1.88 -0.64 0.59
O 0.996254 -1.211754 -0.027513 -1.26 0.07 -1.02
H 0.259027 -0.946752 -1.939932 -0.55 0.22 0.30
H 0.259045 0.617712 -0.939031 -0.76 -0.28 0.29
H 1.678168 -0.047909 -1.591231 0.26 -0.01 -0.19
H 1.663469 -0.826667 0.545317 0.37 0.56 0.04
C 5.566583 -4.797810 -3.187570 0.26 -0.03 -0.89
O 5.378577 -3.616942 -2.474254 0.83 0.52 1.00
H 5.573641 -4.601729 -4.259769 -0.38 0.00 -0.26
H 6.580344 -5.161517 -3.019958 -0.19 -0.23 0.55
H 4.792083 -5.529887 -2.958855 0.18 -0.30 0.04
H 4.547708 -3.192252 -2.699844 -0.66 0.10 -0.40
C 4.622631 3.255549 1.738184 0.55 0.27 1.75
O 4.873039 2.003873 1.131947 0.06 0.00 -0.61
H 4.731462 3.127706 2.815173 -0.14 -0.19 0.36
H 5.421319 3.972525 1.548035 -0.40 0.26 -0.69
H 3.602140 3.621349 1.624595 0.19 0.04 -0.77
H 5.727067 2.047918 0.695714 -0.06 -0.19 -0.05
C 1.100233 5.343412 2.860625 -0.63 0.23 -0.81
O 0.550374 4.650541 1.747771 1.49 0.29 -0.66
H 1.799950 6.074779 2.456166 0.18 -0.07 -0.05
H 0.337843 5.941265 3.360039 -0.01 -0.19 0.36
H 1.643039 4.701506 3.554483 -0.16 -0.14 0.12
H -0.317895 4.256056 1.857708 -0.70 -0.11 1.13
C 0.929787 -4.075714 2.799855 0.12 -0.32 -0.26
O 1.630814 -4.541188 3.905549 0.43 -0.32 1.51
H 0.181520 -3.377402 3.174778 -0.20 -0.08 -0.48
H 1.657940 -3.612160 2.134268 -0.45 0.49 -0.41
H 0.542094 -4.982265 2.335150 -0.81 0.45 -0.61
H 2.339609 -5.048216 3.502905 0.46 -0.15 0.20
C 1.984718 -3.860230 -2.597880 -0.51 1.04 -0.49
O 2.863537 -2.851812 -3.185560 -0.13 -1.98 1.01
H 1.286656 -3.425576 -1.882420 0.54 0.31 0.59
H 1.263519 -4.229778 -3.326853 0.40 -0.47 -0.54
H 2.543292 -4.678403 -2.143259 0.16 0.25 -0.17
H 2.302810 -2.214579 -3.634013 -0.44 1.06 -0.22
C -6.509958 2.339909 -2.001554 0.33 1.45 -0.33
O -6.220159 1.371840 -1.069659 0.04 -1.10 0.27
C -5.317486 0.359178 -1.497127 0.37 -0.09 1.38
C -5.223564 -0.621821 -0.291591 0.44 -0.19 -1.58
N -6.435318 -1.418337 -0.190948 0.65 1.03 -0.01
C -6.442039 -2.156949 1.028465 -1.22 -1.56 0.34
C -7.791400 -2.968166 1.035251 1.90 0.84 0.13
O -8.837005 -2.013364 0.967423 0.76 -1.05 0.10
C -10.111170 -2.561178 0.734957 -0.46 1.25 1.09
H -5.638722 2.951650 -2.235687 0.54 0.04 -0.06
H -7.190455 3.048599 -1.529547 -0.39 -0.23 -0.20
H -6.869652 1.996597 -2.971532 -0.42 -0.41 0.05
H -4.339145 0.779693 -1.729772 0.32 0.35 0.27
H -5.623149 -0.099621 -2.437419 -0.54 -0.40 0.09
H -4.908823 -0.131218 0.629462 -0.44 0.66 0.18
H -4.399723 -1.323725 -0.420854 0.24 -0.18 -0.52
H -7.208424 -0.769231 -0.158337 -0.32 0.04 -0.08
H -6.269278 -1.603170 1.951279 -0.68 0.74 0.22
H -5.577901 -2.816865 1.105173 0.00 -0.63 -0.64
H -7.772110 -3.622265 1.906966 -0.65 0.10 0.44
H -7.783800 -3.620551 0.162074 -0.15 0.04 -0.31
H -10.453515 -3.184708 1.560865 0.28 -0.60 0.00
H -10.259355 -3.048658 -0.228630 0.20 0.06 -0.09
H -10.710708 -1.661888 0.876124 -0.60 -0.17 -0.73
C 1.144397 13.693042 -4.858551 -0.43 -0.90 -0.15
O 1.995773 13.103653 -3.915435 1.16 -0.24 1.04
C 1.628706 11.780708 -3.450434 -0.36 1.42 0.44
C 2.487257 11.350318 -2.195945 0.76 2.10 -2.02
N 2.364847 10.019765 -1.767403 -1.32 -1.06 0.88
C 2.524121 9.024871 -2.795831 -0.03 -1.20 -0.19
C 2.546178 7.573418 -2.273689 -0.38 0.73 0.78
O 1.232630 7.024625 -2.049304 -0.22 0.23 -0.75
C 1.318455 5.701643 -1.537352 0.52 0.26 0.48
H 0.143113 13.872912 -4.467190 -0.24 -0.07 0.25
H 1.054079 12.986095 -5.683277 -0.20 0.20 -0.51
H 1.506827 14.656209 -5.217790 0.47 -0.22 0.20
H 1.662296 11.080420 -4.285039 0.20 -0.13 0.01
H 0.591934 11.902491 -3.136813 -0.38 -0.52 0.12
H 2.307123 12.053782 -1.383056 -0.23 -0.11 0.03
H 3.531631 11.507310 -2.465643 0.21 0.18 -0.20
H 1.443087 9.939731 -1.362366 -0.16 -0.47 0.29
H 3.488006 9.223877 -3.264276 0.14 -0.12 -0.12
H 1.775091 9.034675 -3.587633 -0.22 0.24 -0.18
H 3.031974 7.617161 -1.298915 0.42 -0.23 0.10
H 3.144654 6.983420 -2.967833 -0.17 -0.39 -0.07
H 1.857778 5.077211 -2.249620 0.47 -0.14 0.20
H 0.408255 5.149016 -1.304448 -0.74 0.85 -0.60
H 1.750111 5.782470 -0.539735 0.74 -0.44 -0.02
C 0.273425 -7.100503 0.140477 0.44 0.18 0.26
O -0.789988 -7.132855 1.063471 0.40 -0.65 0.42
C -0.771080 -8.320340 1.863661 -1.85 0.15 1.11
C -1.890242 -8.124982 2.999851 0.89 -0.16 -0.27
N -3.165967 -7.638708 2.517031 0.02 0.17 -0.29
C -3.847376 -8.587387 1.653533 0.52 -0.77 -0.09
C -5.130893 -8.051943 1.085252 0.71 -1.08 0.75
O -4.786607 -7.261653 0.009464 0.46 0.85 -0.18
C -5.794884 -6.428612 -0.405531 -1.32 0.45 -2.06
H 1.188570 -7.216632 0.721094 0.38 -0.25 -0.32
H 0.348616 -6.135720 -0.361150 -0.39 0.21 0.24
H 0.176616 -7.843147 -0.651483 0.04 -0.39 0.11
H 0.188003 -8.522516 2.340511 0.25 0.27 -0.06
H -1.034903 -9.178315 1.245293 0.11 -0.14 -0.18
H -1.519109 -7.415800 3.739730 0.16 0.23 -0.18
H -2.084966 -9.024237 3.584246 0.37 -0.41 -0.29
H -2.874933 -6.933550 1.855100 -0.42 0.97 0.24
H -4.079474 -9.535915 2.137806 0.21 0.02 0.46
H -3.155656 -8.800279 0.838484 -0.26 -0.51 -0.56
H -5.603007 -7.524236 1.913940 -0.52 0.28 -0.22
H -5.720079 -8.884756 0.701344 -0.48 -0.11 0.29
H -5.478780 -5.892911 -1.300625 0.54 0.37 0.20
H -6.223274 -5.703233 0.286140 0.35 -0.15 0.54
H -6.602365 -7.010770 -0.849564 -0.57 -0.32 0.39
C -5.477537 7.943558 -7.724180 -0.24 -0.37 0.15
O -4.966948 6.632752 -7.830111 0.85 -0.26 0.10
C -3.552221 6.625612 -8.053919 -0.49 0.78 0.61
C -2.921234 5.249298 -8.064862 -0.19 0.31 0.41
N -2.899349 4.545208 -6.776524 -0.44 0.07 0.23
C -2.451524 3.205409 -7.018266 0.63 -0.82 -0.48
C -2.056016 2.416051 -5.749981 -1.17 0.32 -1.20
O -1.049493 3.179973 -5.130011 1.36 -0.47 1.37
C -0.283616 2.474996 -4.088263 -1.53 -0.10 0.04
H -6.548853 7.762050 -7.637927 -0.02 0.63 -0.29
H -5.168291 8.601833 -8.536053 -0.37 -0.24 -0.73
H -5.150795 8.531852 -6.866715 0.24 -0.48 0.70
H -3.104967 7.251433 -7.281638 0.30 0.03 0.31
H -3.400183 7.171789 -8.984872 0.40 -0.23 -0.41
H -1.892398 5.306859 -8.420208 0.20 0.39 -0.42
H -3.466738 4.678684 -8.816484 -0.10 -0.42 0.21
H -2.185288 4.873423 -6.142109 -0.02 1.05 -0.02
H -1.530103 3.213314 -7.600519 0.52 0.09 -0.40
H -3.184542 2.789576 -7.709539 -0.16 -0.92 0.51
H -1.745364 1.408133 -6.025096 0.33 0.02 -0.02
H -2.974273 2.298828 -5.174517 0.05 0.09 0.78
H 0.295929 3.109300 -3.417525 0.20 0.67 -0.90
H 0.332275 1.658223 -4.464625 0.01 0.41 -0.46
H -0.972441 2.029508 -3.370505 -0.42 -0.30 -0.13
C -2.703878 -0.928054 -4.111381 -1.82 -0.11 0.42
O -1.478938 -0.548833 -4.611153 1.61 -1.09 0.21
C -0.600816 -1.693042 -4.753221 0.45 1.61 -2.15
C 0.684738 -1.155253 -5.470782 -0.15 -0.36 1.47
N 1.606687 -0.646141 -4.444626 0.19 0.09 -0.80
C 2.854759 -0.070791 -5.040551 -0.88 -0.22 1.66
C 3.608362 0.632381 -3.903273 0.28 -0.50 0.53
O 2.865298 1.687330 -3.288758 0.37 0.28 -0.68
C 3.513657 2.175145 -2.116286 -0.43 -0.06 -0.17
H -3.116921 -1.830111 -4.562801 0.18 -0.24 -0.45
H -3.423038 -0.135368 -4.317684 0.07 0.17 0.07
H -2.744953 -1.145274 -3.044032 0.44 0.18 0.36
H -1.072653 -2.377845 -5.457867 -0.23 -0.18 0.09
H -0.373129 -2.237979 -3.837089 -0.07 0.25 0.29
H 0.497350 -0.324924 -6.151623 -0.67 -0.28 -0.41
H 1.163366 -1.976505 -6.004232 0.07 -0.03 -0.11
H 1.066976 0.051718 -3.952879 0.33 0.28 0.35
H 2.730977 0.594729 -5.894872 -0.40 0.08 -0.12
H 3.340694 -0.993784 -5.356875 0.80 0.40 -0.18
H 4.603376 0.969073 -4.194295 0.02 0.33 -0.42
H 3.807902 -0.103329 -3.124160 -0.07 -0.41 0.16
H 3.002056 3.073184 -1.770048 -0.52 -0.33 0.08
H 4.529878 2.545969 -2.250009 0.38 -0.44 -0.51
H 3.495312 1.374550 -1.376820 0.13 0.17 0.39
C -3.401902 6.302995 6.155296 -0.48 0.29 -0.11
O -3.542420 5.977471 4.780316 -0.34 -0.30 0.99
C -2.468856 5.253077 4.237852 -0.41 0.53 -1.83
C -3.022820 4.596701 2.911097 0.58 -0.68 0.83
N -2.060859 3.601087 2.362243 -0.87 0.74 -0.57
C -2.483886 3.054289 1.039636 0.45 0.25 0.30
C -2.521475 4.074197 -0.108170 0.56 -1.55 -0.07
O -2.596592 3.293974 -1.308085 -0.71 0.64 -0.73
C -2.753699 4.192902 -2.436206 0.23 -0.42 0.53
H -2.523701 6.916492 6.356548 0.23 0.02 -0.09
H -3.402992 5.442669 6.824580 0.25 -0.40 -0.21
H -4.282324 6.876919 6.444350 0.02 0.12 -0.20
H -1.956590 4.580717 4.926054 -0.55 -0.55 0.13
H -1.703023 5.984776 3.980522 0.32 0.04 -0.31
H -3.307933 5.338838 2.165417 0.46 0.24 0.15
H -3.939729 4.038672 3.100759 -0.34 0.26 0.50
H -2.193740 2.806400 2.971269 0.57 -0.23 0.31
H -3.424850 2.505497 1.078609 -0.30 0.06 0.10
H -1.700334 2.318778 0.857532 -0.09 -0.07 -0.61
H -1.562632 4.592428 -0.120729 -0.07 0.63 0.13
H -3.383183 4.740843 -0.074465 0.09 0.21 0.22
H -3.534368 4.925649 -2.231851 0.16 0.31 0.21
H -3.075702 3.716961 -3.362441 0.21 -0.65 0.32
H -1.777781 4.644546 -2.614273 -0.12 0.45 -0.15
C 4.000709 -7.005701 4.820744 -0.36 1.24 0.14
C 3.275166 -7.621532 3.616053 -0.14 1.32 1.12
C 3.743949 -6.991981 2.293287 -0.19 -0.70 0.82
O 3.369335 -5.587731 2.126248 0.87 -2.36 -0.23
C 3.742545 -5.118752 0.812003 -0.01 0.19 1.20
N 3.400003 -9.072252 3.693416 0.61 -0.47 -0.71
H 3.562503 -7.268303 5.783622 -0.03 -0.40 -0.09
H 3.950826 -5.916858 4.815682 -0.33 0.21 -0.20
H 5.079868 -7.153325 4.862385 0.05 -0.68 -0.31
H 2.206447 -7.410873 3.655709 -0.18 0.29 0.41
H 3.283655 -7.665573 1.570439 -0.11 0.46 -0.83
H 4.809315 -7.221818 2.309615 0.48 0.84 -0.61
H 3.471082 -4.063155 0.823147 -0.08 -0.09 -0.37
H 3.202204 -5.690694 0.057665 0.02 0.08 -0.18
H 4.824896 -5.183195 0.700469 0.00 -0.12 -0.17
H 4.006798 -9.318115 4.462477 -0.18 0.12 0.48
H 3.959542 -9.420323 2.927994 -0.14 -0.14 -0.65
C -1.328204 -3.539603 -0.558314 -1.19 0.35 -1.02
C -2.539379 -4.452132 -0.942485 1.27 -1.18 1.34
C -2.359406 -5.335373 -2.198692 -0.04 1.73 1.55
O -2.054655 -4.424626 -3.195344 0.80 -0.31 -1.35
C -1.830858 -5.122878 -4.402014 -0.65 1.57 -0.71
N -2.735484 -5.352814 0.205397 -0.63 0.40 -0.31
H -0.343052 -3.991842 -0.672571 -0.15 -0.26 0.22
H -1.478935 -3.146235 0.446996 0.16 -0.45 0.06
H -1.331831 -2.645979 -1.182433 0.16 0.02 -0.26
H -3.441500 -3.849733 -1.049212 0.01 0.15 -0.14
H -3.279287 -5.881784 -2.406926 -0.25 -0.16 -0.10
H -1.553507 -6.057180 -2.066024 0.25 -0.18 0.16
H -2.801812 -5.501471 -4.721413 0.16 -0.83 -0.16
H -1.011858 -5.841809 -4.379923 -0.17 -0.29 0.27
H -1.593617 -4.357131 -5.140550 0.24 -0.11 -0.10
H -1.932540 -5.952713 0.329891 0.27 0.37 0.06
H -3.448565 -6.017620 -0.058554 -0.25 -0.01 0.25
C 6.025617 1.523342 7.950499 0.31 0.21 -0.30
C 5.216048 0.762196 6.916361 -0.31 -0.25 -1.09
C 6.061660 -0.087214 5.944831 0.14 0.50 0.64
O 5.251645 -0.834262 5.006440 1.14 0.43 1.28
C 4.823966 -0.063390 3.899467 0.03 -0.91 0.40
N 4.247960 -0.122014 7.535765 0.09 0.42 0.51
H 5.433465 2.276022 8.471005 -0.18 -0.20 0.00
H 6.846471 2.061716 7.476736 0.09 0.04 -0.13
H 6.482253 0.873467 8.696980 -0.11 -0.21 0.03
H 4.684305 1.466453 6.276542 -0.27 0.39 0.18
H 6.636030 -0.720547 6.620918 -0.18 -0.95 -0.40
H 6.840724 0.538063 5.508744 -0.11 0.11 -0.85
H 5.629204 0.005734 3.168082 0.22 0.78 0.08
H 4.398467 0.853056 4.308317 0.11 0.38 -0.81
H 4.066858 -0.659149 3.389591 -0.30 0.23 0.11
H 4.833304 -0.721656 8.099604 -0.26 -0.48 0.48
H 3.878524 -0.720783 6.811133 -0.38 -0.31 -0.12
C -0.067196 -1.632934 5.824989 0.57 0.84 0.55
C 1.132391 -1.094264 5.041060 -0.37 -0.51 0.65
C 1.502684 0.366558 5.441745 -1.07 -0.31 -0.31
O 0.317082 1.160145 5.307104 0.35 1.41 -0.05
C 0.550563 2.576205 5.559611 -0.81 -1.18 -0.16
N 2.213955 -2.048536 5.264092 0.63 1.01 0.32
H -0.967321 -1.205028 5.383649 -0.26 -0.52 0.25
H 0.023540 -1.320998 6.865448 -0.18 0.19 0.13
H 0.019036 -2.718225 5.877964 -0.55 -0.04 -0.49
H 0.794354 -1.210639 4.011354 0.20 1.00 -0.58
H 2.274805 0.785945 4.796747 0.23 -0.07 -0.23
H 1.820522 0.480444 6.478141 0.32 -0.60 0.16
H 0.699661 2.827038 6.609832 0.37 -0.43 0.26
H -0.378294 3.086027 5.303877 0.08 -0.07 -0.34
H 1.372875 2.978496 4.967940 0.10 -0.11 -0.12
H 1.924857 -2.940190 4.887961 0.10 -0.33 0.09
H 3.010837 -1.764939 4.712135 0.35 -0.11 0.01
```
Forces are in eV/Å.

Properties
HOMO level in hartree: -0.3083
Gap between HOMO and LUMO in eV: 8.57
F_max in eV/A: 3.01

Here are the Mulliken charges for atoms 1 to 99, given in e: atom 1 (C): 1.377, atom 2 (O): -0.680, atom 3 (H): -0.650, atom 4 (H): -0.506, atom 5 (H): 0.098, atom 6 (H): 0.328, atom 7 (C): -0.926, atom 8 (O): 1.504, atom 9 (H): 0.192, atom 10 (H): -0.264, atom 11 (H): 0.153, atom 12 (H): -0.888, atom 13 (C): 0.288, atom 14 (O): -0.451, atom 15 (H): -0.503, atom 16 (H): 0.365, atom 17 (H): -0.027, atom 18 (H): 0.347, atom 19 (C): -0.390, atom 20 (O): -0.623, atom 21 (H): 0.361, atom 22 (H): -0.029, atom 23 (H): 0.235, atom 24 (H): 0.441, atom 25 (C): 0.455, atom 26 (O): 2.137, atom 27 (H): -0.773, atom 28 (H): -0.092, atom 29 (H): -0.248, atom 30 (H): -1.018, atom 31 (C): -0.767, atom 32 (O): -0.483, atom 33 (H): 0.247, atom 34 (H): 0.315, atom 35 (H): 0.266, atom 36 (H): 0.395, atom 37 (C): -0.607, atom 38 (O): -0.474, atom 39 (H): 0.116, atom 40 (H): 0.516, atom 41 (H): -0.009, atom 42 (H): 0.279, atom 43 (C): -0.671, atom 44 (O): 0.026, atom 45 (H): 0.369, atom 46 (H): 0.141, atom 47 (H): 0.141, atom 48 (H): 0.101, atom 49 (C): 0.316, atom 50 (O): -0.794, atom 51 (H): 0.379, atom 52 (H): -0.316, atom 53 (H): -0.220, atom 54 (H): 0.234, atom 55 (C): 0.054, atom 56 (O): -0.404, atom 57 (H): -0.298, atom 58 (H): 0.318, atom 59 (H): 0.176, atom 60 (H): 0.124, atom 61 (C): -0.582, atom 62 (O): -0.332, atom 63 (C): -0.120, atom 64 (C): 0.194, atom 65 (N): -0.272, atom 66 (C): -0.450, atom 67 (C): -0.656, atom 68 (O): -0.293, atom 69 (C): -0.865, atom 70 (H): -0.003, atom 71 (H): 0.277, atom 72 (H): 0.363, atom 73 (H): 0.064, atom 74 (H): 0.500, atom 75 (H): 0.262, atom 76 (H): -0.586, atom 77 (H): 0.415, atom 78 (H): 0.297, atom 79 (H): 0.203, atom 80 (H): 0.463, atom 81 (H): 0.283, atom 82 (H): 0.330, atom 83 (H): 0.317, atom 84 (H): 0.280, atom 85 (C): -0.706, atom 86 (O): -0.336, atom 87 (C): -0.204, atom 88 (C): -0.881, atom 89 (N): -0.247, atom 90 (C): -0.484, atom 91 (C): -0.697, atom 92 (O): -0.387, atom 93 (C): -0.183, atom 94 (H): 0.292, atom 95 (H): 0.295, atom 96 (H): 0.242, atom 97 (H): 0.313, atom 98 (H): 0.285, atom 99 (H): 0.328